Below is C11H14BF3N6O3STi as an isolated structure in a non-equilibrium geometry, with properties calculated with the ωB97M-V functional and the def2-TZVPD basis.

Properties
Energy above the lowest of the compared OMol25 structures with the same formula, charge and spin ... 89.91 kcal per mole
LUMO energy (alpha / beta) ... -0.411 / -0.411 hartree
Total energy ... -69478.2952 eV
Molecular weight ... 426.0 g/mol
Net charge ... +2
E_HOMO (alpha / beta) ... -13.79 / -13.79 eV
Orbital gap (alpha / beta) ... 2.6044 / 2.6050 eV

```
40
C11H14BF3N6O3STi, DFT the ωB97M-V functional and the def2-TZVPD basis
H -1.13836 -0.42101 3.91171
N -1.18015 -0.10990 1.76251
B -2.06913 -0.08977 -0.72515
N -2.06796 -0.51941 0.78358
C -3.11458 -1.12410 1.38210
Ti -0.05034 1.40560 1.97089
H -3.92291 -1.52024 0.78438
C -2.92889 -1.10445 2.76387
H -3.60099 -1.50235 3.50205
C -1.71483 -0.47146 2.99571
H -3.24622 0.10002 -1.02989
C 4.08137 -1.09079 -1.61193
H 4.52069 -0.53992 -0.77395
H 3.09159 -1.45159 -1.31424
H 3.97306 -0.41720 -2.46757
N -1.61724 -1.17893 -1.79634
N -1.40125 1.31183 -0.82800
N -0.37395 -1.81529 -1.85364
N -0.60318 1.84491 0.14503
C -2.39629 -1.64460 -2.80798
C -1.65788 2.26833 -1.74411
H -3.40224 -1.27244 -2.93532
H -2.32272 2.05075 -2.57270
C -1.68350 -2.59999 -3.53521
C -1.01819 3.44423 -1.35873
C -0.41640 -2.66015 -2.89808
C -0.34289 3.15690 -0.17136
H -2.02348 -3.16027 -4.38844
H -1.05050 4.38819 -1.86749
H 0.42043 -3.28495 -3.19722
H 0.33149 3.74738 0.42753
H 4.68620 -1.88328 -1.86716
F 4.38168 0.52580 4.00391
C 3.78644 1.17377 2.98248
F 3.43183 2.41491 3.38515
F 4.64127 1.26974 1.93682
S 2.29338 0.25125 2.35824
O 2.68224 -1.09052 2.06793
O 1.20086 0.48179 3.36605
O 1.82155 1.11721 1.21456
```